[1]
90
Properties=species:S:1:pos:R:3:lowdin_charge:R:1 method="wB97M-V/def2-TZVPD" total_energy_ev=-86580.6183 orbital_gap_ev=8.2912 homo_energy_ev=-10.17 multiplicity=1 fmax_ha_per_bohr=0.03577
N 3.9179 -1.9803 1.9424 0.198
C 4.2694 -1.8408 0.6571 -0.441
N 5.1782 -2.6863 0.1213 0.222
N 3.7329 -0.8844 -0.1531 -0.158
C 3.9916 0.5481 0.3245 -0.761
O 3.6939 1.3641 -0.5112 0.042
O 4.4523 0.5904 1.4649 0.000
P 2.0566 -1.0217 -0.6239 0.712
O 1.8432 -2.6240 -0.6113 -0.316
Cl 0.9741 -0.4700 1.0993 0.308
H 3.2939 -1.2460 2.2644 0.081
H 3.6106 -2.9109 2.2048 0.142
H 5.0423 -3.6778 0.1433 0.123
H 5.9487 -2.2717 -0.3695 0.132
H 1.8518 -3.0045 0.2739 0.036
O 1.1757 2.5041 -1.3781 -0.077
H 2.0798 2.3167 -1.0912 -0.017
H 0.7967 2.9728 -0.6278 0.000
O -0.7871 2.4481 1.2452 -0.069
H -1.7367 2.3709 1.4109 0.010
H -0.4891 1.5719 0.9849 -0.048
O -3.1779 3.2534 2.4888 -0.077
H -3.9675 3.3839 3.0429 0.025
H -2.8016 4.1423 2.4023 0.008
O 2.1568 3.7874 1.5128 -0.044
H 1.2555 3.5673 1.7823 0.030
H 2.6016 2.9382 1.3965 0.033
O -5.5682 1.9911 0.8104 -0.055
H -5.6917 1.1816 1.3122 0.041
H -4.7738 2.3936 1.1981 0.006
O 1.7237 -1.0200 -3.5821 -0.105
H 0.8795 -1.4322 -3.8113 0.008
H 1.6260 -0.1008 -3.8583 0.066
O -0.6334 -2.4778 -4.7277 -0.040
H -1.5805 -2.6259 -4.6573 0.035
H -0.2679 -3.3416 -4.9429 0.054
O 3.2582 -1.9974 -6.0307 -0.068
H 4.0636 -2.3373 -5.6242 -0.001
H 2.7770 -1.6160 -5.2862 -0.017
O 7.2872 0.7117 1.9741 -0.059
H 6.3208 0.6396 1.9807 -0.001
H 7.5802 -0.1604 1.6832 0.002
O 5.8627 -1.9597 -4.4010 -0.053
H 5.2417 -1.3401 -4.0021 0.037
H 6.7143 -1.5201 -4.3207 0.045
O 9.1679 -0.0832 -0.5363 -0.063
H 8.6225 0.5293 -0.0286 0.010
H 10.0652 0.2329 -0.4031 0.036
O 5.2560 -1.7503 4.8602 -0.048
H 5.6228 -2.6384 4.8903 0.036
H 4.8465 -1.6757 3.9929 -0.014
O -5.9353 3.9653 2.9869 -0.076
H -6.3445 4.7825 3.2942 0.033
H -6.2327 3.8748 2.0729 0.037
O -2.1282 -3.6884 -2.6244 -0.051
H -2.3634 -4.4311 -2.0529 0.063
H -1.4255 -3.2254 -2.1533 0.061
O 2.9766 5.6158 -0.5875 -0.074
H 2.9379 4.9448 0.1123 -0.011
H 3.6919 6.1999 -0.3246 0.024
O 8.9217 -1.8136 3.1743 -0.063
H 8.3719 -1.1941 3.6681 0.027
H 9.8189 -1.5021 3.3213 0.039
O -2.8516 5.9916 1.7735 -0.039
H -2.2921 6.5844 2.2926 0.075
H -2.7075 6.2613 0.8589 0.083
O -0.3987 -6.1976 -2.9725 -0.052
H -0.8548 -5.3658 -2.8015 -0.020
H -0.5717 -6.3881 -3.8986 0.040
O -5.0998 -4.0886 -3.6739 -0.045
H -4.1891 -3.9055 -3.4240 -0.003
H -5.4314 -3.2663 -4.0437 0.035
O -6.8369 -5.0916 -1.0598 -0.066
H -6.4013 -4.4374 -0.5112 0.044
H -6.6605 -4.7890 -1.9626 0.006
O -8.9333 -6.8117 -2.1573 -0.070
H -9.1253 -7.5874 -1.6258 0.028
H -8.2164 -6.3637 -1.6872 -0.014
O -7.7296 -2.9784 -2.6735 -0.050
H -8.5722 -3.4125 -2.8475 0.056
H -7.8697 -2.0718 -2.9632 0.047
O -2.8440 5.4484 4.7886 -0.041
H -2.6475 4.5112 4.6901 0.032
H -3.2612 5.6967 3.9593 -0.004
O -7.1966 4.3498 5.4168 -0.061
H -6.8563 4.1261 6.2868 0.038
H -7.0029 3.5825 4.8658 0.017
O -5.9020 6.3116 1.5638 -0.049
H -4.9605 6.4527 1.7482 0.011
H -6.2403 7.1664 1.2845 0.047

[2]
70
Properties=species:S:1:pos:R:3:lowdin_charge:R:1 method="wB97M-V/def2-TZVPD" total_energy_ev=-107247.8030 total_charge=+3 orbital_gap_ev=5.0982 homo_energy_ev=-16.31 multiplicity=1 fmax_ha_per_bohr=0.09075
Ga 0.6561 0.3509 -0.8387 0.551
P 2.0671 0.9157 1.3002 0.790
P -0.8664 2.1055 -0.8468 0.803
P 2.6476 -0.4745 -1.7231 0.754
H -1.7641 -3.1470 1.7406 0.035
C -0.8101 -3.6847 1.7233 -0.074
C 0.1484 -3.4419 2.6335 -0.079
H 0.0009 -2.7201 3.4458 0.040
C 1.0071 1.0444 2.7790 -0.248
C 2.8890 2.5624 1.2263 -0.206
C 3.4152 -0.1566 1.9422 -0.222
C -2.6139 1.6230 -1.0761 -0.191
C -0.9049 3.0685 0.7008 -0.193
C -0.5422 3.2936 -2.1918 -0.192
C 2.9781 -2.0995 -0.9382 -0.189
C 4.1977 0.4842 -1.5934 -0.198
C 2.5078 -0.8427 -3.4959 -0.207
H -0.6631 -4.4105 0.9153 0.056
H 1.1126 -3.9644 2.6058 0.055
H 0.0468 0.5459 2.6023 0.005
H 0.7974 2.0928 3.0291 0.061
H 1.5001 0.5637 3.6356 0.075
H 2.1596 3.3675 1.3791 0.046
H 3.3684 2.7007 0.2482 0.042
H 3.6581 2.6237 2.0103 0.087
H 3.0526 -1.1884 2.0384 0.060
H 3.7082 0.2106 2.9371 0.084
H 4.2999 -0.1498 1.2935 0.039
H -2.9581 1.9168 -2.0770 0.075
H -3.2294 2.1426 -0.3282 0.089
H -2.7659 0.5417 -0.9459 0.064
H -1.3985 4.0329 0.5139 0.098
H 0.1106 3.2610 1.0665 0.026
H -1.4563 2.5147 1.4736 0.036
H -1.3154 4.0758 -2.1902 0.093
H -0.5607 2.7698 -3.1577 0.074
H 0.4441 3.7571 -2.0566 0.072
H 3.1429 -2.8458 -1.7271 0.080
H 2.1112 -2.4084 -0.3364 0.050
H 3.8619 -2.0557 -0.2876 0.066
H 4.9286 0.0766 -2.3078 0.093
H 4.6339 0.4476 -0.5877 0.040
H 4.0039 1.5331 -1.8537 0.065
H 3.3088 -1.5369 -3.7857 0.086
H 2.6080 0.0880 -4.0693 0.077
H 1.5344 -1.2972 -3.7233 0.041
C -1.2857 -1.5317 -3.0817 -0.300
C -2.3383 -0.8010 -3.6416 -0.015
C -2.9453 -1.2884 -4.8056 -0.035
C -2.4963 -2.4724 -5.3988 -0.037
C -1.4349 -3.1803 -4.8282 -0.029
C -0.8311 -2.7186 -3.6531 -0.022
O -0.6573 -1.1493 -1.8911 -0.103
H -1.0246 -0.2203 -1.5540 0.012
H -2.6708 0.1256 -3.1717 0.083
H -3.7780 -0.7382 -5.2481 0.128
H -2.9775 -2.8439 -6.3076 0.130
H -1.0736 -4.0987 -5.2914 0.129
H -0.0184 -3.2615 -3.1678 0.124
C -3.5161 0.4480 5.6387 -0.031
C -3.0743 1.6928 5.1853 -0.033
C -2.3205 1.7462 4.0004 -0.160
N -2.0085 0.6529 3.3003 -0.016
C -2.4273 -0.5427 3.7256 -0.141
C -3.1952 -0.6925 4.8932 -0.029
H -4.0976 0.3667 6.5572 0.126
H -3.2784 2.6236 5.7100 0.117
H -1.9582 2.7046 3.6152 0.095
H -2.1423 -1.4153 3.1267 0.079
H -3.5081 -1.6924 5.1860 0.118